A structure of composition C22H34BrF5MnO3PS2, computed with ωB97M-V/def2-TZVPD.

Values from the calculation:
relative energy (zero: lowest compared OMol25 entry of this formula, charge and spin): 0.138 eV
Kohn-Sham gap (spin up / spin down): 0.2662 / 0.2776 Ha
⟨S²⟩: 8.757

```
! RIJCOSX wB97M-V def2-TZVPD def2/J DEFGRID3
* xyz -1 6
Mn -0.06178 0.70524 -0.32359
C -2.64649 -5.90009 3.56161
C -2.08884 -4.54714 4.00652
C -3.12348 -3.88526 4.92694
C -0.80005 -4.80200 4.79987
C -1.79062 -3.62942 2.82316
C -1.26061 -2.36310 3.04846
C -0.98563 -1.54136 1.98138
Br -0.21842 0.17317 2.35532
C -1.20545 -1.87563 0.62483
O -0.91621 -1.05332 -0.33552
C -1.73063 -3.17348 0.40149
C -2.00382 -3.98762 1.49859
C -1.97746 -3.78049 -0.99033
C -1.07408 -5.01428 -1.14936
C -1.68157 -2.85789 -2.17832
C -3.45015 -4.20561 -1.10307
H -2.83648 -6.52244 4.43907
H -1.94262 -6.43239 2.91926
H -3.58728 -5.78856 3.01927
H -3.33540 -4.52427 5.78887
H -4.05716 -3.70730 4.39044
H -2.76674 -2.92452 5.29976
H -0.99792 -5.46173 5.64947
H -0.37882 -3.87338 5.18618
H -0.04446 -5.26958 4.16645
H -1.05174 -2.01403 4.05145
H -2.39640 -4.97358 1.29208
H -0.02525 -4.72259 -1.06972
H -1.23227 -5.46982 -2.13100
H -1.27417 -5.77198 -0.38981
H -0.63607 -2.55773 -2.20479
H -2.28511 -1.95261 -2.15444
H -1.91345 -3.40905 -3.09532
H -3.73020 -4.94193 -0.34838
H -3.63607 -4.64621 -2.08617
H -4.10552 -3.34010 -0.98819
C 5.82200 1.21701 -0.38453
C 5.41605 -0.12668 0.19718
C 4.82454 -0.00654 1.58996
O 4.57653 -0.81920 -0.75074
P 2.96259 -0.89978 -0.78201
S 2.18073 -2.02519 0.58341
S 2.28789 1.02300 -0.87452
O 2.77834 -1.60278 -2.20701
C 3.47260 -1.38051 -3.45058
C 3.77197 0.07444 -3.75970
C 4.71365 -2.25586 -3.49952
H 6.55938 1.69387 0.26452
H 4.95653 1.87212 -0.47561
H 6.26813 1.08417 -1.37111
H 6.30131 -0.76743 0.25490
H 3.93755 0.62715 1.59333
H 5.57734 0.44412 2.24107
H 4.54561 -0.98081 1.98497
H 2.75618 -1.74624 -4.19104
H 4.47855 0.49925 -3.04796
H 2.86799 0.67894 -3.74055
H 4.21350 0.12459 -4.75772
H 5.45951 -1.90287 -2.78930
H 5.14230 -2.23506 -4.50374
H 4.45592 -3.28472 -3.24966
F -2.09030 2.38457 0.13801
C -1.33856 2.31353 -1.07589
F -2.27480 2.22342 -2.07870
C -0.76652 3.72189 -1.17779
F -0.06786 3.87324 -2.31970
F -1.68754 4.70685 -1.15519
F 0.07980 3.95381 -0.15512
*
```